1.
11
Properties=species:S:1:pos:R:3:forces:R:3 method="wB97M-V/def2-TZVPD" homo_energy_ev=-9.3 de_lowest_kcal_mol=125.79 largest_force_ev_per_a=5.5 molar_mass_da=91.070 spin_multiplicity=1 smiles="N=C(NO)NO"
N -0.1987 1.6317 1.2793 -1.1 -0.5 2.2
C -0.1610 0.6397 0.5041 -1.5 -1.8 -0.6
N -0.9269 -0.5418 0.4190 -1.4 -0.1 1.8
O -0.8659 -0.9308 -0.9436 -1.3 -5.4 0.3
N 0.6566 0.5147 -0.6275 4.3 0.6 -0.3
O 1.3814 -0.8219 -0.6141 -0.4 0.4 -0.8
H -0.9489 1.4658 2.0573 1.5 0.5 -2.0
H -1.8504 -0.6551 1.0726 2.7 0.3 -2.9
H -0.1889 -1.8694 -1.0508 -2.9 4.3 1.0
H 1.5925 0.8582 -0.4559 -0.5 2.4 0.0
H 1.5206 -0.8481 0.3179 0.7 -0.9 1.2

2.
24
Properties=species:S:1:pos:R:3:forces:R:3 method="wB97M-V/def2-TZVPD" homo_energy_ev=-13.9 de_lowest_kcal_mol=32.17 total_charge=+1 largest_force_ev_per_a=3.1 molar_mass_da=130.164 spin_multiplicity=1
O -2.5212 -0.9772 1.4790 -0.8 0.2 -1.2
C -1.1812 -0.6746 1.0848 -1.5 -0.7 1.5
C -0.9811 0.6050 0.2771 0.0 -0.3 0.3
N 0.2872 0.4960 -0.4919 -0.5 1.1 -1.1
C 0.6728 1.7645 -1.1801 0.9 1.8 2.3
H -2.7968 -0.5015 2.2693 0.2 0.1 -0.1
H -0.7517 -0.6519 2.0833 1.3 0.4 -0.4
H -0.8336 -1.5608 0.5599 -0.1 0.2 -0.2
H -0.9439 1.4493 0.9667 0.3 0.2 -0.3
H -1.7360 0.7829 -0.4726 -0.5 -0.1 0.1
H 0.1458 -0.1319 -1.3101 -0.2 -0.3 1.0
H 1.0079 0.1549 0.1459 0.3 -0.1 -0.4
H -0.1149 2.3330 -1.6693 -0.2 -1.2 -1.0
H 1.6707 1.6520 -1.5866 -0.5 -0.2 -1.0
H 0.8916 2.5488 -0.4308 0.0 -0.7 0.4
H 3.8391 1.0609 -0.1265 -0.2 -0.3 -0.7
H 3.1488 1.0850 1.1345 -0.6 -0.2 0.1
O 2.9746 0.7921 0.2245 1.2 0.4 0.9
H -1.4089 -0.0796 -3.3142 -0.1 -0.2 0.1
H -2.0186 -1.0587 -2.2792 0.1 0.0 -0.1
O -1.3078 -0.4201 -2.4160 -0.1 0.0 -0.3
H 0.9231 -1.8371 1.9276 0.8 -0.1 0.4
H 2.2350 -1.2807 1.1185 0.3 -0.5 0.7
O 1.3049 -1.5156 1.1113 0.0 0.4 -1.1

3.
73
Properties=species:S:1:pos:R:3:forces:R:3 method="wB97M-V/def2-TZVPD" homo_energy_ev="-13.2 / -13.9" total_charge=+2 largest_force_ev_per_a=3.4 molar_mass_da=768.975 spin_multiplicity=5 s_squared=6.039
Ru 8.5559 10.9933 12.8580 -1.4 -1.4 0.1
C 7.1200 12.8015 9.9863 -0.7 1.0 0.5
C 6.6422 13.4038 11.3396 0.5 0.0 -0.3
S 7.6915 13.3291 12.7959 1.0 0.0 0.7
C 9.2689 14.2661 12.5754 -0.9 1.0 -0.2
C 10.1175 13.7356 11.4689 1.4 -0.2 1.3
S 10.5884 12.0299 11.9332 0.6 0.3 -1.1
C 10.7608 11.3171 10.3052 0.2 -0.1 -1.5
C 9.5780 11.4766 9.2964 0.6 0.5 0.7
S 7.9569 11.2270 10.0143 -0.3 -1.0 0.5
H 6.2104 12.6636 9.3912 0.2 0.1 0.0
H 7.7264 13.5483 9.4928 0.2 0.0 -0.3
H 6.3835 14.4625 11.2309 -0.2 -0.3 -0.2
H 5.7976 12.8445 11.7256 -0.3 0.2 -0.1
H 9.0391 15.3199 12.3549 -0.2 -0.3 0.2
H 9.8082 14.2409 13.5348 -0.5 -0.1 -0.2
H 9.6280 13.7849 10.5275 -0.2 -0.1 -0.8
H 11.0863 14.2736 11.4520 -0.6 -0.1 -0.2
H 11.6416 11.7080 9.7419 -0.3 -0.1 0.8
H 10.9624 10.2674 10.5165 -0.1 0.1 -0.3
H 9.5565 12.4846 8.8447 0.2 -0.6 0.0
H 9.7054 10.7025 8.5383 0.0 0.3 -0.1
O 5.9314 10.6868 12.5171 1.5 -2.2 -0.2
C 6.7410 9.7787 12.5046 -1.0 0.1 0.2
C 6.6393 8.2574 12.3504 -0.1 0.5 -0.2
C 5.4373 7.6409 11.9215 -0.3 3.2 1.0
C 5.4465 6.3190 11.6986 1.8 -2.2 0.3
C 6.6564 5.6207 11.9841 -1.0 -1.3 -0.9
C 7.8428 6.1489 12.4378 -0.1 -0.7 0.6
C 7.7910 7.4950 12.5921 0.0 3.4 0.2
P 9.2143 8.5512 12.9681 0.9 0.6 -0.7
C 10.3583 8.1568 11.6114 0.2 0.5 0.9
C 9.8672 7.9698 10.3451 -0.7 0.1 -1.4
C 10.6763 7.8994 9.1843 0.2 0.3 1.8
C 12.0575 8.0700 9.3448 -1.0 -0.3 2.0
C 12.5418 8.2382 10.6805 2.1 -1.0 0.5
C 11.7325 8.2661 11.8180 -0.7 0.2 -2.6
C 9.9369 8.0240 14.5101 -0.7 0.1 1.2
C 9.0787 7.2457 15.2869 1.4 -0.7 1.7
C 9.4468 6.8628 16.6378 -0.8 1.1 -2.5
C 10.6258 7.3275 17.1601 -1.1 0.9 -2.1
C 11.3906 8.2231 16.3959 0.7 -1.3 1.3
C 11.0743 8.5904 15.1383 -0.9 -0.4 -1.4
H 4.5883 8.3396 11.9245 0.0 -0.8 -0.5
H 4.6707 5.6380 11.3709 -0.5 0.8 0.0
H 6.5698 4.5696 11.7536 0.3 -0.3 0.3
H 8.7314 5.6071 12.8104 -0.7 0.0 -0.8
H 8.7815 7.9644 10.2153 0.3 -0.3 -0.1
H 10.1556 7.7095 8.2681 0.2 0.0 -0.6
H 12.7200 8.0032 8.5218 0.6 0.0 -0.6
H 13.6587 8.1481 10.9780 -1.8 0.6 -1.3
H 12.1388 8.4954 12.7501 0.7 -0.1 1.3
H 8.1394 6.8982 14.9017 -0.2 -0.1 0.0
H 8.6832 6.3404 17.1661 0.0 -0.6 0.6
H 10.8759 7.1471 18.1411 0.7 -0.6 2.0
H 12.3459 8.4671 16.8118 0.3 0.7 0.2
H 11.6822 9.3013 14.6347 0.5 0.4 -0.4
O 12.3232 11.4980 14.7639 -0.3 0.4 0.4
S 11.2176 12.2897 15.2211 -1.2 1.6 0.1
O 11.1189 13.7134 14.8833 0.7 -1.8 0.2
N 9.7740 11.5526 14.7109 -0.2 -0.6 0.4
C 9.0665 11.0661 15.7201 -0.5 -0.3 -0.9
S 7.6241 10.1754 15.2966 1.0 1.1 0.6
C 9.5737 11.4135 17.0555 0.3 -0.4 -1.1
C 8.9672 11.1833 18.2573 1.0 1.5 0.3
C 9.5001 11.9301 19.3367 -0.7 -0.6 1.0
C 10.6338 12.7533 19.2496 -0.6 -1.0 -1.9
C 11.3254 12.8023 17.9972 -0.5 0.8 0.7
C 10.7435 12.1498 16.9307 0.8 0.1 0.6
H 8.0752 10.5995 18.2296 -0.5 -0.3 0.7
H 8.9620 11.8495 20.3008 0.5 0.2 -0.6
H 10.8796 13.3881 20.0814 0.4 0.0 0.1
H 12.1656 13.4856 17.8394 -0.2 -0.4 0.2

4.
13
Properties=species:S:1:pos:R:3:forces:R:3 method="wB97M-V/def2-TZVPD" homo_energy_ev=-9.2 de_lowest_kcal_mol=81.98 largest_force_ev_per_a=3.3 molar_mass_da=102.093 spin_multiplicity=1 smiles="C=CNC(=O)NO"
C 0.4997 1.7595 -0.7884 -0.4 0.2 0.6
C 1.2724 0.8448 -0.1845 -0.5 1.4 -0.8
N 1.0660 -0.4935 0.0579 -0.4 -0.4 -0.5
C -0.1046 -1.1829 0.1892 -0.8 2.6 0.6
O -0.2412 -2.3249 0.5249 0.8 -1.8 0.1
N -1.2468 -0.4010 0.0475 -0.8 -1.8 -1.0
O -2.3829 -1.1675 0.3406 1.2 -2.2 2.1
H -0.4653 1.4532 -1.2345 0.7 0.6 0.3
H 0.7887 2.8384 -0.6618 -0.3 -1.3 -0.6
H 2.2357 1.1532 0.1453 0.6 0.2 0.5
H 1.8988 -1.0100 0.1192 0.8 -1.0 0.3
H -1.3917 0.4676 0.4859 0.7 1.3 0.5
H -1.9287 -1.9369 0.9586 -1.6 2.1 -2.1

5.
46
Properties=species:S:1:pos:R:3:forces:R:3 method="wB97M-V/def2-TZVPD" homo_energy_ev=-6.4 de_lowest_kcal_mol=85.80 largest_force_ev_per_a=1.8 molar_mass_da=326.392 spin_multiplicity=1
C 1.2321 -3.2256 2.1624 -0.6 -0.5 -0.1
O 1.7959 -1.9470 1.7884 0.2 1.3 0.3
C 1.2318 -0.8190 2.0750 0.2 -0.5 -0.2
C 1.9682 0.4040 1.9865 0.5 0.0 -0.2
C 1.3912 1.5874 2.4953 -0.2 -0.4 -0.3
C 2.0493 2.7948 2.3788 0.0 0.0 0.1
C 3.3053 2.8655 1.7602 -0.4 -0.2 0.2
C 3.9586 4.2059 1.6101 0.1 0.1 0.0
C 3.9122 1.6828 1.3113 0.1 -0.1 0.0
C 3.2727 0.4607 1.4297 -0.5 0.1 0.2
H 1.9281 -3.9785 1.7797 -0.1 0.3 0.1
H 1.1609 -3.2998 3.2552 0.1 0.2 -0.3
H 0.2480 -3.3427 1.6971 0.1 0.2 0.1
H 0.1927 -0.8112 2.4154 0.1 -0.2 -0.1
H 0.4142 1.5099 2.9575 0.0 0.2 -0.1
H 1.5920 3.7126 2.7554 0.1 -0.3 -0.1
H 4.9027 4.1221 1.0603 -0.2 0.1 0.1
H 3.2842 4.8954 1.0807 0.3 -0.2 0.1
H 4.1563 4.6452 2.5988 0.0 -0.1 -0.3
H 4.9071 1.7394 0.8632 -0.3 -0.1 0.1
H 3.7365 -0.4642 1.1032 0.0 0.2 -0.1
C -3.7340 -5.0882 0.0422 -0.2 -0.1 -0.2
C -2.8562 -3.9988 0.6125 0.0 0.3 -0.3
O -2.7156 -2.9691 -0.3955 0.0 -0.8 1.0
C -1.9066 -1.9092 -0.0504 -0.2 1.2 -1.4
C -1.9432 -0.9350 -1.1154 0.3 0.0 0.5
C -1.1413 0.2340 -1.1381 -0.5 -1.2 0.3
C -1.2925 1.1643 -2.3356 0.4 0.6 -0.3
C -1.9773 0.8376 -3.5189 0.1 0.3 0.1
C -2.0602 1.7484 -4.5839 0.3 0.1 0.5
C -1.4316 2.9978 -4.4882 0.1 -0.2 0.4
C -0.7210 3.3280 -3.3217 -0.3 -0.4 -0.1
C -0.6570 2.4197 -2.2644 -0.2 -0.2 -0.2
O -0.3272 0.5196 -0.2342 0.4 0.6 0.0
O -1.2971 -1.8824 1.0203 0.0 -0.5 0.2
H -3.8589 -5.9093 0.7567 0.1 0.2 0.0
H -4.7328 -4.6919 -0.1789 0.2 -0.1 -0.1
H -3.2879 -5.5092 -0.8663 -0.2 0.1 0.1
H -3.3171 -3.5753 1.5108 0.2 0.0 0.0
H -1.8746 -4.3999 0.8839 0.0 0.1 0.0
H -2.6425 -1.1249 -1.9208 0.1 -0.1 0.2
H -2.4445 -0.1401 -3.6104 0.1 0.2 -0.1
H -2.6164 1.4768 -5.4819 0.2 0.1 0.2
H -1.4901 3.7119 -5.3088 0.0 -0.2 0.2
H -0.2136 4.2892 -3.2183 -0.2 -0.2 -0.2
H -0.1008 2.6683 -1.3589 -0.2 -0.2 -0.2

6.
8
Properties=species:S:1:pos:R:3:forces:R:3 method="wB97M-V/def2-TZVPD" homo_energy_ev="-9.9 / -8.2" de_lowest_kcal_mol=242.24 largest_force_ev_per_a=3.5 molar_mass_da=100.115 spin_multiplicity=1
C 0.6664 -2.9594 -0.9624 -0.7 -0.5 -0.5
F 1.6616 -2.7922 -1.8893 -1.0 -0.4 1.2
F -0.4100 -3.5478 -1.5601 0.9 0.9 0.1
F 1.0310 -3.8466 -0.0074 0.4 1.1 -0.6
Si -0.0065 0.0656 -0.0303 2.4 -1.7 -1.8
H -1.2116 0.8191 -0.2404 -0.2 0.7 -0.8
H -0.1468 -0.4391 1.2530 0.2 -0.6 1.9
H 1.4997 0.1576 -0.5684 -2.0 0.5 0.6